Record 1
Molecular formula: C60H110F4O18
Method: DFT, wB97M-V/def2-TZVPD

Values from the calculation:
Frontier orbital gap, eV: 9.61
E_HOMO, eV: -9.08
Net charge: 0
Electronic energy, eV: -111714.177

Last column: Löwdin charge in e.
Atoms and positions in Å:
F: 5.2578 4.7857 -0.1134  0.030
C: 5.1164 4.1500 -1.3132  -0.279
C: 5.1668 4.9210 -2.4418  -0.027
C: 4.8494 4.3568 -3.6732  -0.062
C: 4.6145 2.9675 -3.7076  -0.091
C: 4.5636 2.2312 -2.5647  -0.094
C: 4.7899 2.7973 -1.3208  -0.022
H: 5.2728 5.9694 -2.2433  0.113
H: 4.7102 4.9574 -4.5726  0.106
H: 4.4405 2.5140 -4.7079  0.116
H: 4.4318 1.1734 -2.5807  0.084
H: 4.7709 2.2220 -0.3747  0.121
F: -7.9181 -2.8085 -4.0502  0.047
C: -7.0563 -2.7706 -3.0137  -0.282
C: -7.4580 -2.0987 -1.8881  -0.020
C: -6.5848 -2.1825 -0.8033  -0.075
C: -5.4275 -2.9631 -0.8606  -0.084
C: -5.0242 -3.5216 -2.0731  -0.089
C: -5.8503 -3.4688 -3.1510  -0.010
H: -8.3044 -1.3779 -1.8213  0.133
H: -6.7803 -1.6224 0.0936  0.102
H: -4.9264 -3.1085 0.0832  0.078
H: -4.1421 -4.1729 -2.0308  0.088
H: -5.5351 -4.0002 -4.0327  0.118
F: -4.1956 3.4800 0.2932  0.054
C: -4.1887 3.0849 -0.9992  -0.294
C: -3.4024 3.6425 -1.9642  -0.010
C: -3.3230 3.0333 -3.2002  -0.087
C: -4.2254 2.0394 -3.5837  -0.071
C: -5.1680 1.6526 -2.6204  -0.076
C: -5.1184 2.1166 -1.3048  -0.017
H: -2.6283 4.3432 -1.7635  0.092
H: -2.6365 3.4230 -3.9308  0.089
H: -4.1971 1.6286 -4.5994  0.112
H: -5.9248 0.9165 -2.8946  0.100
H: -5.7766 1.6356 -0.6156  0.108
F: -2.3162 -4.7874 -0.8271  -0.008
C: -2.3007 -6.0291 -1.4477  -0.229
C: -1.2063 -6.2562 -2.3188  -0.003
C: -1.2996 -7.3884 -3.1576  -0.064
C: -2.3229 -8.3531 -2.9251  -0.096
C: -3.2354 -8.2208 -1.8659  -0.092
C: -3.2653 -7.0319 -1.1343  -0.014
H: -0.5230 -5.4901 -2.3844  0.080
H: -0.5128 -7.6921 -3.8854  0.114
H: -2.2826 -9.3208 -3.4727  0.108
H: -3.8952 -9.0496 -1.6466  0.102
H: -4.0348 -6.8358 -0.3736  0.120
C: -0.0052 -4.1106 -5.1522  -0.146
O: -0.2085 -3.1426 -4.1973  -0.184
C: -1.5854 -2.7756 -4.0672  -0.186
C: -1.7642 -1.5072 -3.2905  -0.250
O: -1.3425 -0.4047 -4.0328  -0.165
C: -0.5581 0.5552 -3.1862  -0.024
H: 0.8459 -4.7360 -4.7704  0.107
H: 0.2760 -3.6593 -6.0898  0.079
H: -0.9077 -4.6361 -5.4106  0.076
H: -2.1493 -3.6400 -3.6744  0.118
H: -1.9643 -2.4851 -5.0462  0.128
H: -1.2283 -1.5948 -2.3273  0.114
H: -2.8002 -1.3533 -2.9454  0.114
H: -1.2010 1.0148 -2.4294  0.076
H: -0.3003 1.2772 -3.9265  0.077
H: 0.3249 0.1434 -2.7685  0.044
C: 1.5137 2.1328 -0.3666  -0.067
O: 0.2542 1.4619 -0.4809  -0.166
C: -0.2973 1.2612 0.8184  -0.203
C: -1.6400 0.6599 0.7641  -0.200
O: -1.4833 -0.6743 0.3867  -0.202
C: -2.6403 -1.4108 0.0027  -0.095
H: 2.2227 1.4695 0.1468  0.078
H: 1.4959 2.9713 0.2699  0.056
H: 1.8753 2.3993 -1.3554  0.085
H: -0.4718 2.1203 1.3322  0.071
H: 0.3749 0.6484 1.4216  0.129
H: -2.2793 1.1632 0.0517  0.123
H: -2.0449 0.6746 1.7646  0.121
H: -3.3258 -1.4063 0.8862  0.099
H: -2.3086 -2.4452 -0.2326  0.071
H: -3.1247 -0.9211 -0.8713  0.083
C: -1.9834 -0.1343 8.9117  -0.104
O: -1.6678 -0.2577 7.5297  -0.191
C: -2.7456 0.0437 6.7382  -0.241
C: -2.3479 -0.2106 5.2551  -0.201
O: -1.3513 0.7550 5.0124  -0.180
C: -0.3252 0.2636 4.1444  -0.076
H: -2.3862 0.8615 9.2060  0.094
H: -1.0360 -0.3412 9.4602  0.097
H: -2.7357 -0.8676 9.2274  0.081
H: -2.9605 1.0983 6.7835  0.124
H: -3.5036 -0.7049 6.9513  0.123
H: -3.2240 -0.0288 4.5382  0.146
H: -2.1087 -1.3258 5.1525  0.088
H: -0.7329 -0.3589 3.3100  0.081
H: 0.4117 -0.3256 4.7298  0.107
H: 0.0867 1.1522 3.7616  0.063
C: 0.3256 8.1659 2.5874  -0.054
O: 0.8108 8.2256 1.2005  -0.173
C: 1.8460 7.3216 0.9739  -0.249
C: 1.4493 6.0013 0.4722  -0.199
O: 0.7578 5.1871 1.3975  -0.196
C: -0.5643 4.8487 0.9796  -0.078
H: 1.1690 8.2139 3.3049  0.091
H: -0.2106 7.2478 2.7637  0.067
H: -0.3558 9.0090 2.7463  0.086
H: 2.5818 7.3457 1.7908  0.139
H: 2.3076 7.7001 0.0981  0.088
H: 2.3552 5.4682 0.2894  0.118
H: 0.8816 6.1494 -0.4496  0.116
H: -1.2651 5.6749 0.9054  0.098
H: -0.9698 4.0799 1.6290  0.085
H: -0.5093 4.4163 0.0043  0.056
C: 2.9452 -1.4253 -2.8213  -0.091
O: 3.8868 -0.8470 -1.9447  -0.211
C: 4.8176 -1.8066 -1.5078  -0.191
C: 5.8505 -1.1477 -0.6303  -0.216
O: 6.8050 -0.6869 -1.5612  -0.204
C: 7.6958 0.3014 -1.0315  -0.092
H: 2.1036 -0.6919 -3.0500  0.097
H: 2.5067 -2.3573 -2.3993  0.091
H: 3.3816 -1.7588 -3.7302  0.072
H: 5.4061 -2.1732 -2.3949  0.152
H: 4.2500 -2.5341 -0.9222  0.121
H: 6.3518 -1.8359 0.0071  0.109
H: 5.4965 -0.2891 0.0151  0.110
H: 8.1371 0.0039 -0.0672  0.089
H: 7.1743 1.2876 -0.9410  0.077
H: 8.4526 0.5152 -1.8147  0.094
C: 1.2709 8.4104 -2.2175  -0.062
O: 1.3205 7.3449 -3.1983  -0.183
C: 0.2151 7.2863 -4.0420  -0.253
C: -1.0651 6.8907 -3.3640  -0.229
O: -0.8381 5.8807 -2.4500  -0.203
C: -0.0936 4.7765 -2.9749  -0.072
H: 2.2455 8.6340 -1.8492  0.075
H: 0.5143 8.1597 -1.4164  0.103
H: 0.9998 9.3602 -2.6755  0.088
H: 0.4774 6.5866 -4.8132  0.114
H: 0.0337 8.2294 -4.5832  0.131
H: -1.7126 6.4871 -4.1305  0.116
H: -1.6760 7.7315 -2.9514  0.144
H: 0.8729 5.0772 -3.4214  0.094
H: -0.6952 4.3057 -3.7830  0.086
H: 0.0043 4.0399 -2.2010  0.069
C: 0.6264 -3.1538 0.4684  -0.107
O: 1.6087 -4.0855 0.0281  -0.190
C: 1.7176 -5.1679 0.9975  -0.180
C: 2.8536 -6.0900 0.5487  -0.183
O: 4.1809 -5.5350 0.7419  -0.193
C: 5.1805 -6.4586 0.4269  -0.133
H: -0.3707 -3.5673 0.5051  0.061
H: 0.5634 -2.4135 -0.3478  0.095
H: 0.9142 -2.7199 1.4056  0.069
H: 0.8496 -5.8783 1.1318  0.135
H: 1.8927 -4.7429 1.9968  0.119
H: 2.7296 -6.4988 -0.4807  0.137
H: 2.8597 -6.9238 1.2206  0.104
H: 6.1478 -6.0744 0.6440  0.077
H: 5.1077 -6.7714 -0.6300  0.095
H: 5.0861 -7.3481 1.0267  0.076
C: -5.4482 -4.0110 3.7487  -0.063
O: -4.6051 -3.5386 2.6664  -0.187
C: -3.3445 -4.0874 2.5443  -0.227
C: -2.2153 -3.6888 3.5039  -0.199
O: -2.7376 -3.5341 4.8251  -0.198
C: -1.6200 -3.3740 5.7166  -0.107
H: -6.4714 -3.8879 3.4362  0.078
H: -5.3314 -3.4424 4.7008  0.088
H: -5.1345 -5.0288 3.9742  0.083
H: -3.0647 -3.9151 1.5222  0.086
H: -3.3812 -5.1919 2.7639  0.134
H: -1.7451 -2.7585 3.1279  0.117
H: -1.4351 -4.3873 3.4785  0.099
H: -1.2211 -4.4220 5.8501  0.105
H: -1.9457 -2.9376 6.6757  0.094
H: -0.7764 -2.8152 5.2738  0.087
C: 2.9882 3.5214 3.2867  -0.087
O: 2.9312 2.1551 2.9327  -0.181
C: 4.1926 1.5786 3.1741  -0.209
C: 4.2493 0.2834 2.3850  -0.211
O: 3.7634 -0.8136 3.1496  -0.179
C: 3.8146 -2.0190 2.3968  -0.086
H: 4.0392 3.8241 3.1906  0.084
H: 2.7178 3.7097 4.3399  0.096
H: 2.3119 4.0824 2.6770  0.059
H: 4.5078 1.4933 4.2514  0.153
H: 4.9312 2.1859 2.6693  0.105
H: 5.2781 0.0272 2.0561  0.115
H: 3.6489 0.3954 1.4876  0.105
H: 4.7795 -2.0162 1.8548  0.077
H: 3.0247 -2.0600 1.6097  0.082
H: 3.6666 -2.8679 3.0682  0.092

Cartesian forces (eV/Å) of the 6 atoms listed first:
F 0.20 -0.24 -0.25
C -0.57 -0.86 0.92
C -0.64 0.37 -0.33
C -0.05 -0.71 0.39
C -0.20 1.23 -2.15
C 0.49 -0.73 0.94

Record 2
Molecular formula: C3H3GdO2
Method: DFT, wB97M-V/def2-TZVPD

Values from the calculation:
Expectation value of S²: 16.222
Frontier orbital gap (spin up / spin down), eV: 4.35 / 7.71
Spin multiplicity: 8
Energy above the lowest of the compared OMol25 structures with the same formula, charge and spin, eV: 0.627
E_HOMO (spin up / spin down), eV: -18.30 / -18.56
Net charge: +2
Electronic energy, eV: -28068.652

Last column: Löwdin charge in e.
Atoms and positions in Å:
C: -0.8640 -0.0511 -0.1271  -0.016
C: -0.8677 -1.3714 0.0687  0.176
H: -1.8036 -1.9208 0.1737  0.117
H: -1.7749 0.5451 -0.0571  0.147
H: 0.0638 -1.9073 0.2591  0.105
O: 1.4992 0.0919 -0.3618  -0.115
C: 0.3930 0.7179 -0.2484  -0.606
O: 0.4459 1.9573 0.0190  -0.089
Gd: 2.9081 1.9382 0.2740  2.281

Cartesian forces (eV/Å) of the 6 atoms listed first:
C -0.59 0.53 -0.19
C 0.54 -0.29 0.35
H 0.18 0.23 0.16
H 0.27 0.00 -0.58
H -0.29 -0.10 -0.56
O 1.88 -0.10 -0.36

Record 3
Molecular formula: C2Ag6O6
Method: DFT, wB97M-V/def2-TZVPD

Values from the calculation:
Frontier orbital gap, eV: 2.12
Energy above the lowest of the compared OMol25 structures with the same formula, charge and spin, eV: 0.000
E_HOMO, eV: -11.84
Net charge: +2
Electronic energy, eV: -38329.382

Last column: natural (NBO) charge in e.
Atoms and positions in Å:
Ag: -3.4961 -1.4010 -2.4133  0.863
Ag: 2.2498 0.2761 -0.4183  0.875
Ag: -0.7751 1.8391 0.8892  0.963
Ag: 0.6152 -2.5371 0.8218  0.753
Ag: -2.2740 -4.2023 -0.8533  0.715
Ag: 0.0577 0.6903 -3.5821  0.838
C: -1.0776 -0.6140 -0.9504  0.945
O: -1.6636 -1.7399 -0.8113  -0.946
O: -0.0367 -0.3350 -0.2360  -0.956
O: -1.5810 0.3384 -1.6897  -0.919
C: 1.9931 1.9222 2.3330  0.896
O: 1.5938 1.1920 1.3454  -0.989
O: 1.7684 1.5990 3.5229  -0.504
O: 2.6260 2.9722 2.0419  -0.535

Cartesian forces (eV/Å) of the 6 atoms listed first:
Ag 0.59 0.40 0.46
Ag 0.49 0.15 -0.30
Ag 0.94 -0.29 0.12
Ag -0.32 0.77 -0.18
Ag 0.23 0.44 0.07
Ag -0.51 0.09 0.70

no.,F_max (eV/A)
1,3.9
2,3.5
3,3.1